(1)
The following is a DFT calculation (the ωB97M-V functional and the def2-TZVPD basis) of a molecular structure, C44H94AlB3N6O28.

Geometry as XYZ:
```
176
Properties=species:S:1:pos:R:3
Al 2.35730 0.27915 1.42718
B 0.86697 -0.92193 0.13813
H 1.78475 -0.98972 -0.42519
H 0.65486 0.11362 0.35465
H 0.04453 -1.42402 -0.34741
H 1.00817 -1.38399 1.10292
O 1.11419 1.37905 1.74202
C -0.10434 1.57396 1.82723
O -1.03559 1.30050 0.98389
B -2.35527 1.80570 1.48058
O -2.03224 2.47761 2.74394
C -0.75831 2.38632 2.92696
O -0.18759 2.87160 3.92322
O -2.98013 2.79645 0.60554
C -4.13218 2.32360 0.17154
O -4.85015 2.84007 -0.69210
C -4.40792 1.01613 0.85371
O -3.39698 0.75489 1.62288
O -5.38916 0.29933 0.64452
O 2.56041 -1.18032 1.96003
C 2.18882 -2.12482 2.67092
O 1.87059 -3.32239 2.23212
B 1.55511 -4.24184 3.33833
O 1.72773 -3.44075 4.58140
C 2.08011 -2.22189 4.27043
O 2.25759 -1.29106 5.08721
O 2.39351 -5.44253 3.36215
C 1.65547 -6.46408 2.92632
O 1.95682 -7.60458 2.70106
C 0.19193 -5.96779 2.65985
O 0.16001 -4.74222 3.07111
O -0.74253 -6.71224 2.29352
C 1.97050 5.20949 5.34406
O 2.37100 4.29612 4.35278
C 3.35023 3.33178 4.64831
C 3.41581 2.18624 3.60413
N 2.08424 1.57143 3.35322
C 1.80831 0.51165 4.37398
C 0.46535 -0.14589 4.15407
O 0.36966 -0.85509 2.91855
C -0.70518 -1.73368 2.72136
H 1.25685 5.83918 4.81275
H 2.85485 5.74848 5.68394
H 1.52354 4.75606 6.22879
H 3.24268 2.84854 5.61939
H 4.29199 3.87840 4.69715
H 4.11302 1.50600 4.09328
H 3.91056 2.47815 2.67779
H 1.38918 2.27148 3.56987
H 1.75425 0.97945 5.35701
H 2.57644 -0.26011 4.42359
H -0.32751 0.60195 4.16778
H 0.33167 -0.86353 4.96353
H -0.57963 -2.54717 3.43591
H -0.48906 -2.21030 1.76521
H -1.67572 -1.23783 2.73826
C 1.73795 5.18383 -1.51278
O 1.74834 3.81513 -1.08377
C 0.54739 3.09720 -1.29085
C 0.63439 1.94982 -0.34059
N 1.93601 1.22851 -0.36815
C 2.09007 0.56019 -1.65983
C 3.14844 1.15800 -2.60600
O 4.45251 1.12852 -1.91830
C 5.50213 1.77531 -2.63682
H 1.36933 5.22862 -2.53757
H 2.79868 5.43333 -1.48628
H 1.24669 5.84041 -0.79468
H 0.43956 2.93049 -2.36261
H -0.25318 3.78853 -1.02769
H -0.21207 1.28185 -0.50003
H 0.56493 2.35116 0.67044
H 2.54939 2.02667 -0.45066
H 1.15441 0.53496 -2.21839
H 2.42075 -0.47699 -1.60517
H 2.92967 2.20054 -2.83702
H 3.26086 0.64703 -3.56222
H 6.43651 1.79839 -2.07603
H 5.16610 2.79330 -2.83407
H 5.67183 1.24169 -3.57200
C 1.68941 4.09913 1.85666
O 2.61735 3.08341 1.57918
C 3.74692 3.51344 0.77716
C 4.73817 2.34210 0.62834
N 4.18575 1.12289 -0.00353
C 5.29645 0.09338 -0.08294
C 4.83191 -1.20241 -0.66406
O 3.76079 -1.72350 0.15451
C 3.55973 -3.11603 -0.13350
H 2.07909 4.95324 2.41051
H 0.74641 3.76666 2.29064
H 1.40234 4.47901 0.87615
H 4.27250 4.27599 1.35196
H 3.46246 3.88950 -0.20557
H 5.15722 2.03933 1.58794
H 5.59804 2.70444 0.06493
H 4.10547 1.34261 -0.98607
H 5.80136 -0.06262 0.87038
H 6.09357 0.41435 -0.75351
H 5.70049 -1.86087 -0.67379
H 4.51274 -1.14631 -1.70478
H 4.38551 -3.79360 0.08345
H 3.14391 -3.34836 -1.11391
H 2.80677 -3.50060 0.55444
C 1.33301 -2.48116 -2.86907
O 0.63317 -1.69838 -3.80905
C 0.03755 -0.56316 -3.25430
C -1.16028 -0.29282 -4.19262
N -2.04577 0.79962 -3.75988
C -1.41331 2.10989 -4.16190
C -2.24435 3.34586 -3.71386
O -1.71435 3.88076 -2.46697
C -2.09226 3.22325 -1.26149
H 1.51645 -2.05658 -1.88206
H 2.26860 -2.84815 -3.29106
H 0.75665 -3.40111 -2.77125
H 0.74349 0.26499 -3.19176
H -0.32626 -0.71099 -2.23750
H -1.73974 -1.21001 -4.29794
H -0.79825 -0.11740 -5.20567
H -2.30895 0.91096 -2.79115
H -1.28818 2.13618 -5.24437
H -0.41162 2.24289 -3.75321
H -3.30974 3.11883 -3.75260
H -2.23350 4.23127 -4.34951
H -1.58166 3.51305 -0.34312
H -1.89781 2.15935 -1.39719
H -3.17593 3.29501 -1.16874
C -1.58680 -0.53544 -0.31559
O -2.23469 0.16190 -1.39057
C -3.61695 -0.22155 -1.46953
C -4.27205 0.55576 -2.54048
N -3.83860 0.11604 -3.85181
C -4.57047 0.80288 -4.92439
C -6.04470 0.36849 -5.03546
O -6.89842 1.09562 -4.16729
C -8.28104 0.83868 -4.25294
H -0.50120 -0.46960 -0.38807
H -1.76831 -1.61021 -0.31948
H -1.82666 -0.19551 0.69188
H -4.18987 0.04977 -0.58283
H -3.61136 -1.29557 -1.65540
H -4.07067 1.61006 -2.35077
H -5.35620 0.44346 -2.52973
H -2.83225 0.20094 -3.83907
H -4.02916 0.60330 -5.84919
H -4.58740 1.88707 -4.81337
H -6.01058 -0.69412 -4.79504
H -6.42531 0.29250 -6.05402
H -8.66607 1.09515 -5.23989
H -8.67821 1.42960 -3.42762
H -8.45399 -0.19533 -3.95457
C -2.50326 -0.96308 2.22233
O -2.65549 -1.89158 1.09864
C -1.36296 -2.42509 0.78913
C -1.47743 -3.28147 -0.47000
N -2.00278 -4.63727 -0.35537
C -1.21200 -5.56329 0.39779
C -1.93029 -6.86821 0.20974
O -3.24555 -6.72668 0.78803
C -3.82336 -7.98471 1.03194
H -3.47730 -0.58980 2.53859
H -1.87460 -0.11804 1.94162
H -2.19830 -1.48646 3.12852
H -0.94226 -2.99918 1.61468
H -0.63549 -1.65043 0.54668
H -0.48131 -3.41639 -0.89146
H -1.97513 -2.79091 -1.30651
H -2.94010 -4.59134 0.01805
H -1.17539 -5.34345 1.46477
H -0.17271 -5.63536 0.07719
H -1.37729 -7.62091 0.77163
H -2.00063 -7.24631 -0.81016
H -3.35656 -8.52516 1.85541
H -3.88387 -8.68203 0.19637
H -4.88647 -7.93319 1.26697
```

Results
**Energy relative to the best compared isomer or geometry (same formula, charge and spin)**: 54.509 eV
**E_HOMO**: -5.37 eV
**E_tot**: -4483.1287 Ha
**Kohn-Sham gap**: 3.6 eV
**Lowest unoccupied orbital energy**: -0.0656 hartree
**F_max**: 19.50 eV/A


(2)
The following is a DFT calculation (the ωB97M-V functional and the def2-TZVPD basis) of 2 unconnected molecules or ions with the total composition C3H4O4S.

Geometry as XYZ:
```
12
Properties=species:S:1:pos:R:3
C 0.18784 -1.52807 -0.03917
C -1.00394 -0.76532 -0.36271
C -1.41486 0.63991 0.00174
O -0.88498 -1.69900 0.75173
O 3.03916 0.56699 1.28837
O 1.33927 -1.67620 -0.20105
O 1.97262 1.89083 -0.42898
S 2.83376 0.76517 -0.12072
H -1.51726 -1.16433 -1.25196
H -1.97325 1.04282 -0.90813
H -0.55426 1.31185 0.23724
H -2.02410 0.61535 1.03364
```

Results
**Energy relative to the best compared isomer or geometry (same formula, charge and spin)**: 2.313 eV
**E_HOMO**: -10.41 eV
**E_tot**: -815.7879 Ha
**Kohn-Sham gap**: 9.5 eV
**Lowest unoccupied orbital energy**: -0.0344 hartree
**F_max**: 3.52 eV/A


(3)
The following is a DFT calculation (the ωB97M-V functional and the def2-TZVPD basis) of a molecular structure, C12H9AsAuCl2N3OS4.

Geometry as XYZ:
```
33
Properties=species:S:1:pos:R:3
Au -2.13723 -1.62638 0.99266
S -4.66548 -3.91191 3.52958
As -2.67746 -4.21502 2.89670
S -1.49442 -2.27113 3.08068
S -2.44701 -3.93732 0.69185
S -1.57543 -5.88483 3.60107
Cl -3.33169 1.80543 -1.80771
C -2.02251 2.24700 -0.73107
C -1.37677 3.43800 -0.95182
C -0.33159 3.85186 -0.12258
C 0.03663 3.00065 0.91344
C -0.59302 1.78603 1.11669
Cl -0.04076 0.80802 2.44433
C -1.69633 1.32424 0.32545
N -2.38984 0.22770 0.50016
H -1.70661 4.05442 -1.77937
H 0.17257 4.79434 -0.28191
H 0.84311 3.26530 1.58641
N 1.59918 1.96310 -1.72698
C 2.45147 0.92512 -1.87364
O 3.53903 1.03470 -2.42453
C 1.98782 -0.38276 -1.30722
C 2.92345 -1.34235 -0.94294
C 2.48298 -2.52508 -0.38104
C 1.11469 -2.71819 -0.21180
N 0.21747 -1.82107 -0.59938
C 0.64337 -0.68066 -1.12661
H 1.92453 2.86522 -2.02761
H 0.82880 1.94035 -1.07435
H 3.97505 -1.13415 -1.09264
H 3.17868 -3.28831 -0.05870
H 0.70529 -3.60697 0.25760
H -0.13800 0.01466 -1.41469
```

Results
**Energy relative to the best compared isomer or geometry (same formula, charge and spin)**: 0.023 eV
**E_HOMO (spin up / spin down)**: -1.84 / -1.83 eV
**E_tot**: -5586.9083 Ha
**Kohn-Sham gap (spin up / spin down)**: 6.1 / 6.2 eV
**Lowest unoccupied orbital energy (spin up / spin down)**: 0.1583 / 0.1594 hartree
**Total charge**: -2
**F_max**: 0.79 eV/A


(4)
The following is a DFT calculation (the ωB97M-V functional and the def2-TZVPD basis) of 2 unconnected molecules or ions with the total composition C4H12.

Geometry as XYZ:
```
16
Properties=species:S:1:pos:R:3
C -2.00902 1.14340 1.75450
C -0.51348 1.16999 1.72822
H -2.43534 0.61736 0.86380
H -2.45099 0.87730 2.68666
H -2.42718 2.15117 1.67660
H -0.23773 0.47445 2.71959
H -0.04157 0.52135 0.88961
H 0.04585 2.09530 1.60436
C 0.71402 -1.45683 -2.21314
C 1.89073 -0.83216 -1.39826
H 0.88684 -2.56048 -2.35551
H -0.15837 -1.51602 -1.58795
H 0.35478 -0.91699 -3.07703
H 1.63482 -0.82058 -0.29690
H 2.86101 -1.28631 -1.58981
H 1.88560 0.33906 -1.40473
```

Results
**Energy relative to the best compared isomer or geometry (same formula, charge and spin)**: 1.469 eV
**E_HOMO (spin up / spin down)**: -16.79 / -14.88 eV
**Multiplicity**: 2
**E_tot**: -159.1158 Ha
**Kohn-Sham gap (spin up / spin down)**: 13.7 / 3.4 eV
**Lowest unoccupied orbital energy (spin up / spin down)**: -0.1134 / -0.4224 hartree
**Total charge**: +1
**F_max**: 3.00 eV/A
**<S²>**: 0.75


The highest energy relative to the best compared isomer or geometry (same formula, charge and spin) belongs to which entry? C44H94AlB3N6O28


energy relative to the best compared isomer or geometry (same formula, charge and spin) of number 3 (C12H9AsAuCl2N3OS4)? 0.023 eV